A structure of composition C23H41B4ClO8 in a non-equilibrium geometry, computed with ωB97M-V/def2-TZVPD.

Last column: Mulliken charge in e.
Geometry (Å):
C -2.5118 -0.5791 3.7566  -0.8503
B -1.5647 0.6486 4.0237  0.1770
O -0.4448 0.4633 4.8138  -0.5142
B -1.8547 2.1805 3.3150  0.4861
O -2.5462 2.2226 2.1086  -0.3088
B -1.8166 3.0544 1.2676  0.5185
C -1.0549 2.5156 -0.0015  -0.7676
O -1.6688 1.3424 -0.5146  -0.4236
C -0.8328 0.2835 -0.7685  0.1965
C -1.2683 -0.9567 -0.4049  -0.2921
C -0.4579 -2.0180 -0.6251  -0.6750
C 0.7687 -1.9146 -1.1900  -0.5993
C 1.1857 -0.6779 -1.5824  -0.5426
C 0.3806 0.4001 -1.3691  -0.0759
O -1.7156 4.3765 1.6710  -0.3437
B -1.0558 4.3551 2.9020  -0.1485
C 0.0836 5.4096 3.1721  -0.6474
C 1.2265 4.8198 3.9976  0.4770
C 0.9231 4.8526 5.4846  -1.3002
Cl 2.6956 5.8673 3.7222  -0.2324
O -1.3722 3.3839 3.8452  -0.1878
H -1.9201 -1.4936 3.7699  0.2597
H -2.9678 -0.4756 2.7721  0.1996
H -3.2945 -0.6140 4.5133  0.3109
H -0.4081 1.1234 5.5150  0.2883
H -0.0267 2.3349 0.3325  0.4792
H -0.9846 3.3228 -0.7349  0.3294
H -2.2355 -1.0891 0.0475  0.4832
H -0.7970 -2.9951 -0.3069  0.5199
H 1.4189 -2.7607 -1.3409  0.4295
H 2.1468 -0.5131 -2.0443  0.3880
H 0.7087 1.3853 -1.6707  0.4942
H -0.3748 6.2267 3.7352  0.2079
H 0.4637 5.8006 2.2338  0.3389
H 1.5190 3.8407 3.6406  0.3528
H 1.6033 4.1687 5.9902  0.3678
H 1.1232 5.8448 5.8757  0.3596
H -0.0897 4.5330 5.7018  0.2540
C 0.8974 10.3287 4.0107  -0.5592
C 0.3423 10.3485 5.4316  -0.5758
C -0.9461 9.5532 5.2735  -0.3962
O -0.7123 8.6056 4.2281  -0.3931
C 0.5063 8.9342 3.5459  -0.0597
H 1.9702 10.5065 3.9549  0.3369
H 0.3940 11.0846 3.4031  0.2658
H 1.0259 9.8270 6.1057  0.2599
H 0.1751 11.3501 5.8249  0.3478
H -1.7776 10.1995 4.9727  0.2527
H -1.2315 9.0234 6.1833  0.2632
H 1.2618 8.1955 3.8247  -0.0343
H 0.3449 8.8760 2.4686  0.2888
C -1.4075 -4.6707 -4.5346  -0.8022
C -0.4732 -5.7305 -5.1093  -0.3002
C 0.7524 -5.5821 -4.2218  -0.3564
O 0.2769 -5.1536 -2.9417  -0.3920
C -1.0950 -4.7625 -3.0486  -0.0517
H -2.4597 -4.8416 -4.7577  0.3784
H -1.1340 -3.6839 -4.9166  0.3166
H -0.9087 -6.7237 -4.9809  0.1280
H -0.2494 -5.5916 -6.1666  0.3779
H 1.4335 -4.8152 -4.6091  0.2701
H 1.3061 -6.5152 -4.1103  0.1642
H -1.7076 -5.5299 -2.5619  0.2447
H -1.2434 -3.8174 -2.5272  0.0163
C 2.2559 -9.6751 -7.0613  -0.5960
C 2.1732 -10.7816 -6.0159  -0.5400
C 1.4471 -10.0783 -4.8785  -0.4533
O 0.5857 -9.1085 -5.4832  -0.3458
C 0.9243 -8.9653 -6.8656  -0.2889
H 2.3955 -10.0391 -8.0781  0.3507
H 3.0811 -8.9993 -6.8245  0.2784
H 1.5678 -11.6084 -6.3947  0.2523
H 3.1422 -11.1788 -5.7177  0.3313
H 2.1500 -9.5530 -4.2229  0.2583
H 0.8510 -10.7598 -4.2709  0.2866
H 0.1339 -9.4323 -7.4631  0.2690
H 0.9683 -7.9049 -7.1183  0.1983

The calculation puts the orbital gap at 9.0 eV. The spin multiplicity is 1. For the HOMO energy, the calculation gives -8.732 eV.

---

A structure of composition C23H41ClGdP2 in a non-equilibrium geometry, computed with ωB97M-V/def2-TZVPD.

Last column: Löwdin spin population.
Geometry (Å):
Gd -1.6028 1.4877 -0.4467  5.7319
C 0.6470 0.0635 0.3684  0.2668
C 0.7418 1.4624 0.6064  0.1355
C -0.3261 0.4870 2.4103  0.2605
C -0.0454 -0.5196 1.4713  0.0035
C 0.0995 1.7274 1.8646  0.1768
C 1.3188 -0.7039 -0.7133  0.0511
H 0.6534 -0.8958 -1.5679  0.0218
H 1.6419 -1.6905 -0.3541  0.0058
H 2.2078 -0.1836 -1.0978  0.0040
C -0.3075 -1.9685 1.6867  -0.0104
H 0.2456 -2.5828 0.9654  -0.0002
H -1.3737 -2.2131 1.5626  -0.0031
H -0.0119 -2.2904 2.6967  -0.0019
C -0.8050 0.2574 3.8000  0.0436
H -0.3384 -0.6409 4.2277  0.0073
H -1.8881 0.0890 3.8349  0.0185
H -0.5787 1.0971 4.4654  0.0014
C 0.1771 3.0168 2.6021  0.0305
H -0.4524 3.0190 3.5002  0.0003
H -0.1346 3.8786 1.9946  0.0095
H 1.2056 3.2443 2.9399  0.0086
C 1.4360 2.4627 -0.2600  0.0246
H 1.5314 3.4383 0.2318  0.0008
H 0.9362 2.6444 -1.2326  0.0125
H 2.4461 2.1139 -0.5163  0.0037
C 0.2168 -1.1562 -4.3015  0.0017
C 1.4678 -0.6804 -4.2052  0.0023
C 1.8617 0.7565 -4.0782  0.0016
C 1.3471 1.6838 -5.2260  0.0313
C 0.0850 2.4290 -5.0649  0.1941
C -0.8660 2.2387 -4.0609  -0.0602
C -0.8589 0.9305 -3.2269  0.0198
C -1.0071 -0.3097 -4.1548  0.0019
H 2.9652 0.7725 -4.1127  0.0003
H 1.3090 1.0888 -6.1594  0.0113
H 1.6715 1.2120 -3.0920  -0.0002
H -1.3883 0.0718 -5.1130  0.0007
H 0.0170 -2.2121 -4.5387  0.0000
H 2.3263 -1.3592 -4.3029  0.0001
H -1.7813 -0.9556 -3.7066  0.0009
H 0.0681 0.8423 -2.6322  0.0049
H -0.8318 3.1457 -3.4105  0.0171
H -1.7672 0.8455 -2.5430  0.0179
H 2.1753 2.4067 -5.3906  0.0071
H 0.0227 3.3425 -5.6646  0.0094
P -3.0170 2.6187 -4.0630  -0.1012
C -3.8861 1.4586 -5.1485  -0.0080
C -2.8104 4.1218 -5.0558  0.0030
P -3.4056 3.3451 -1.0932  0.0518
C -4.2085 3.0657 -2.7617  -0.0386
C -2.6592 4.9954 -1.4134  0.0056
C -4.9177 3.6916 -0.1484  -0.0001
H -4.7237 0.9827 -4.6161  0.0003
H -3.2047 0.6802 -5.5226  -0.0007
H -4.2942 2.0190 -6.0053  -0.0027
H -3.7733 4.4263 -5.4906  0.0005
H -2.1067 3.9048 -5.8683  0.0007
H -2.4067 4.9411 -4.4392  -0.0002
H -5.7224 4.0444 -0.8133  -0.0009
H -4.6970 4.4577 0.6055  0.0008
H -5.2512 2.7722 0.3518  0.0010
H -4.9770 2.2758 -2.6753  -0.0008
H -4.7262 4.0088 -3.0204  -0.0055
H -2.8600 5.6021 -0.5174  0.0006
H -3.0922 5.4797 -2.3050  -0.0007
H -1.5675 4.9033 -1.5483  0.0053
Cl -3.4863 0.1752 0.5013  0.0244

The calculation puts the orbital gap (spin up / spin down) at 6.2 / 3.4 eV. The spin multiplicity is 8. As for the net charge: +1. For the HOMO energy (spin up / spin down), the calculation gives -8.936 / -8.659 eV.

---

A structure of composition C23H41F5HfOP2Te in a non-equilibrium geometry, computed with ωB97M-V/def2-TZVPD.

Last column: Mulliken charge in e.
Geometry (Å):
Hf 0.3365 -0.2191 1.4043  0.3456
C -1.8392 -0.9220 3.3884  0.3888
C -1.3850 -1.8383 2.3796  1.2625
C 0.3417 -1.4589 3.8872  0.4675
C -0.7723 -0.6758 4.2878  0.5698
C -0.0118 -2.1873 2.6876  0.6545
C -3.2396 -0.4884 3.5959  -2.0459
H -3.8197 -0.5138 2.6673  0.3796
H -3.2830 0.5326 4.0016  0.5339
H -3.7469 -1.1479 4.3194  0.3615
C -0.8233 0.1252 5.5315  -1.6505
H -1.7034 0.7794 5.5508  0.3892
H 0.0773 0.7502 5.6150  0.2164
H -0.8597 -0.5266 6.4203  0.3439
C 1.5477 -1.6964 4.7075  -1.5836
H 1.2876 -2.2736 5.6120  0.3731
H 1.9857 -0.7454 5.0258  0.1829
H 2.3055 -2.2539 4.1476  0.3787
C 0.7228 -3.3739 2.1704  -1.3727
H 0.4848 -4.2698 2.7653  0.3971
H 1.8095 -3.2240 2.2228  0.4296
H 0.4735 -3.5954 1.1255  0.3294
C -2.2662 -2.6684 1.5160  -1.5782
H -2.5430 -3.5942 2.0446  0.3788
H -1.7768 -2.9665 0.5817  0.2659
H -3.1986 -2.1520 1.2605  0.5119
C -0.5612 1.9054 0.5626  -0.6477
C -1.6348 1.0375 0.7230  -0.0994
C -2.2578 0.1805 -0.3475  -1.2431
C -1.3142 -0.6373 -1.2822  0.3112
C 0.0401 -1.0787 -0.7944  0.3086
C 1.2266 -0.3244 -0.7708  -0.7078
C 1.3986 1.1682 -0.9968  -1.0103
C 0.1778 2.0965 -0.7431  -0.0758
H -2.9350 0.7837 -0.9921  0.6167
H -1.2408 -0.0869 -2.2546  -1.4826
H -2.9438 -0.5427 0.1235  0.3174
H -0.5370 2.0272 -1.5880  -0.6555
H -0.3946 2.6904 1.3131  0.5473
H -2.3016 1.2334 1.5650  0.8320
H 0.5528 3.1339 -0.7842  0.8003
H 2.2411 1.5634 -0.4030  0.3998
H 2.1611 -0.9027 -0.9119  0.6773
H 1.7373 1.3045 -2.0381  0.5440
H -1.8511 -1.5660 -1.5641  0.8879
H 0.2010 -2.1677 -0.8464  0.6858
P -0.5638 1.4890 -3.6438  0.9702
C -0.7802 3.2633 -4.0183  -1.3689
C -1.7572 0.7175 -4.7877  -1.2741
P 1.6970 -0.5739 -3.8663  0.5619
C 1.0509 1.1060 -4.4131  -1.6087
C 0.9838 -1.5450 -5.2743  -1.3021
C 3.3298 -0.3607 -4.7065  -1.2376
H 0.0540 3.8592 -3.6285  0.3706
H -1.7154 3.6114 -3.5597  0.3937
H -0.8398 3.3706 -5.1080  0.4264
H -1.6211 1.1920 -5.7672  0.4330
H -2.7682 0.9213 -4.4057  0.3741
H -1.6101 -0.3668 -4.8625  0.2904
H 3.1454 -0.1096 -5.7595  0.4014
H 3.8817 -1.3076 -4.6436  0.4294
H 3.9080 0.4383 -4.2281  0.3761
H 1.7767 1.8872 -4.1333  0.6272
H 0.9263 1.1121 -5.5094  0.7634
H 1.5599 -2.4780 -5.3332  0.4416
H 1.1241 -0.9773 -6.2045  0.4316
H -0.0753 -1.7820 -5.1266  0.3030
F 4.2001 1.4688 2.7701  -0.3982
Te 2.4483 2.2358 3.1876  1.9614
F 2.2834 1.2696 4.8833  -0.4058
F 2.8401 3.9646 4.0755  -0.3275
F 0.5710 2.6440 3.4212  -0.3993
F 2.2931 3.0982 1.4651  -0.4060
O 1.7891 0.6382 2.2909  -0.7627

The calculation puts the orbital gap at 4.2 eV. The spin multiplicity is 1. As for the net charge: +2. For the HOMO energy, the calculation gives -13.461 eV.

---

A structure of composition C23H41F5MoOP2Te in a non-equilibrium geometry, computed with ωB97M-V/def2-TZVPD.

Last column: Löwdin spin population.
Geometry (Å):
Mo 0.7605 1.0979 -0.3650  1.8511
C 0.1583 0.2252 1.6249  -0.0029
C 1.2938 1.1062 1.7487  0.0118
C -0.5254 2.3515 0.9546  0.0103
C -0.9576 0.9812 1.1407  0.0030
C 0.8455 2.4392 1.3695  0.0215
C 0.0807 -1.1495 2.2300  0.0006
H 1.0514 -1.6629 2.2665  -0.0001
H -0.6018 -1.7960 1.6750  0.0001
H -0.2916 -1.0298 3.2523  -0.0018
C -2.3444 0.4636 0.9646  0.0058
H -2.3056 -0.4762 0.3867  0.0005
H -2.9031 1.2220 0.3989  0.0002
H -2.8120 0.2719 1.9574  0.0006
C -1.2799 3.4440 0.2942  0.0108
H -2.2904 3.5551 0.7079  0.0017
H -1.3439 3.1980 -0.7852  0.0034
H -0.7389 4.3829 0.4082  0.0002
C 1.6479 3.6828 1.5735  0.0129
H 1.4347 4.1839 2.5297  0.0013
H 1.4398 4.4056 0.7880  0.0011
H 2.7250 3.4945 1.5672  0.0007
C 2.4525 0.8639 2.6875  0.0052
H 2.1556 1.0367 3.7515  -0.0017
H 3.2918 1.5399 2.4438  0.0002
H 2.8052 -0.1814 2.6115  0.0000
C 0.5684 -3.3129 -2.7481  0.0004
C 0.6003 -3.8298 -1.5117  0.0006
C 1.3383 -3.1697 -0.3932  0.0022
C 2.8638 -3.2021 -0.5177  -0.0002
C 3.6951 -2.2099 -1.2659  -0.0055
C 2.9515 -0.9069 -1.6880  0.0094
C 1.7200 -1.1580 -2.5626  0.0039
C 1.7279 -2.5348 -3.2635  0.0013
H 1.0186 -3.6423 0.5519  -0.0001
H 3.1203 -4.2383 -0.7912  0.0003
H 1.0570 -2.1019 -0.2665  0.0032
H 2.6494 -3.1186 -2.9574  0.0002
H -0.1917 -3.5791 -3.5004  0.0000
H -0.0801 -4.6216 -1.2124  0.0000
H 1.6768 -2.4068 -4.3746  -0.0001
H 0.9040 -1.0561 -1.8770  0.0031
H 2.6384 -0.3744 -0.7355  0.0103
H 1.4791 -0.3922 -3.3190  0.0008
H 3.2073 -3.0935 0.5250  -0.0003
H 4.4869 -1.8295 -0.5705  -0.0001
P 4.5145 -2.3133 -3.5111  -0.0004
C 4.8109 -3.2044 -5.0721  -0.0006
C 6.0983 -2.5149 -2.6585  0.0002
P 3.7618 0.4824 -2.6935  -0.0007
C 4.4053 -0.5191 -4.0556  0.0013
C 5.2080 1.0379 -1.8048  -0.0001
C 3.1142 1.9321 -3.5766  0.0004
H 4.3643 -2.6941 -5.9279  0.0000
H 4.3882 -4.2139 -5.0860  0.0000
H 5.8699 -3.3531 -5.2875  0.0000
H 6.9289 -2.8018 -3.3051  0.0000
H 5.9685 -3.3073 -1.9181  0.0000
H 6.3535 -1.6012 -2.1117  0.0000
H 3.5294 1.9906 -4.6050  -0.0003
H 3.4138 2.8405 -3.0316  0.0006
H 2.0184 1.8702 -3.6497  0.0004
H 3.7628 -0.4673 -4.9466  0.0001
H 5.3958 -0.2005 -4.4254  -0.0001
H 5.1082 2.1119 -1.6368  0.0001
H 6.1595 0.9018 -2.3484  -0.0001
H 5.2859 0.5302 -0.8383  0.0000
F -2.5111 2.1271 -4.2886  0.0000
Te -1.9557 0.7002 -3.1679  0.0025
F -1.6127 -0.7761 -1.9699  0.0064
F -0.8806 -0.1139 -4.5094  0.0004
F -3.1546 1.3589 -1.8352  0.0004
F -3.4318 -0.3359 -3.8692  0.0000
O -0.5109 1.7137 -2.5821  0.0233

The calculation puts the orbital gap (spin up / spin down) at 5.1 / 4.1 eV. The spin multiplicity is 3. As for the net charge: +2. For the HOMO energy (spin up / spin down), the calculation gives -13.385 / -12.414 eV.

---

| no. | E_tot (eV) |
| --- | --- |
| 1 | -56130.296 |
| 2 | -76438.441 |
| 3 | -67311.462 |
| 4 | -67856.069 |